# 1
C3H5NO4 | the ωB97M-V functional and the def2-TZVPD basis

The geometry in XYZ format:
```
13
Properties=species:S:1:pos:R:3:nbo_charge:R:1
C -1.399 0.758 -0.284 0.216
C -0.306 -1.466 0.202 -0.166
C 1.083 -0.727 0.200 0.618
N 0.837 0.635 0.139 0.066
O -0.369 1.252 0.526 -0.351
O 1.749 1.598 -0.265 -0.521
O -1.156 -0.593 -0.643 -0.550
O 2.123 -1.326 0.062 -0.564
H -1.577 1.175 -1.330 0.171
H -2.469 0.840 0.216 0.168
H -0.153 -2.284 -0.471 0.229
H -0.639 -1.824 1.211 0.207
H 2.277 1.962 0.437 0.477
```

Properties
2S+1: 1
SMILES string: O=C1COCON1O

---

# 2
C20H31N3O2S | the ωB97M-V functional and the def2-TZVPD basis

The geometry in XYZ format:
```
57
Properties=species:S:1:pos:R:3:nbo_charge:R:1
C -0.646 0.177 1.671 -0.605
C -0.644 0.367 0.160 -0.393
C -0.255 -0.887 -0.630 -0.042
C 1.265 -1.115 -0.509 -0.217
N 1.692 -2.509 -0.480 -0.439
C 2.691 -2.980 -1.432 -0.401
C 1.329 -3.225 0.615 0.699
O 0.630 -2.729 1.491 -0.667
C 1.761 -4.679 0.704 -0.497
C 2.057 -5.118 2.135 -0.205
C 1.974 -6.641 2.270 -0.379
C 2.165 -7.087 3.718 -0.398
C 3.479 -6.566 4.294 -0.397
C 3.578 -5.051 4.136 -0.377
C 3.399 -4.651 2.685 -0.051
C 4.054 -3.382 2.236 -0.406
C 4.640 -4.715 1.836 -0.438
N -0.723 -0.673 -2.008 -0.604
C -0.204 -1.147 -3.164 0.676
O 0.742 -1.916 -3.233 -0.641
C -0.897 -0.670 -4.399 -0.230
C -2.235 -0.423 -4.524 -0.408
S -2.570 0.040 -6.116 0.663
N -1.015 -0.070 -6.631 -0.603
C -0.234 -0.461 -5.652 0.233
C 1.229 -0.641 -5.898 -0.645
H -0.938 1.104 2.166 0.207
H -1.347 -0.605 1.960 0.215
H 0.330 -0.122 2.050 0.221
H -1.649 0.675 -0.149 0.191
H 0.030 1.180 -0.129 0.199
H -0.766 -1.753 -0.207 0.217
H 1.773 -0.619 -1.332 0.218
H 1.585 -0.642 0.422 0.208
H 2.343 -3.856 -1.978 0.210
H 2.862 -2.202 -2.166 0.230
H 3.637 -3.211 -0.935 0.186
H 0.911 -5.259 0.331 0.240
H 2.594 -4.907 0.042 0.215
H 1.279 -4.676 2.765 0.229
H 1.007 -6.990 1.896 0.203
H 2.745 -7.100 1.639 0.192
H 1.333 -6.702 4.318 0.194
H 2.125 -8.176 3.786 0.207
H 3.571 -6.848 5.345 0.207
H 4.316 -7.034 3.764 0.194
H 2.803 -4.565 4.739 0.202
H 4.542 -4.689 4.503 0.204
H 3.583 -2.786 1.466 0.209
H 4.578 -2.799 2.982 0.215
H 5.558 -5.033 2.313 0.213
H 4.559 -5.011 0.798 0.207
H -1.422 0.044 -2.110 0.394
H -3.005 -0.527 -3.775 0.244
H 1.816 -0.083 -5.168 0.225
H 1.504 -1.689 -5.790 0.244
H 1.469 -0.295 -6.901 0.231
```

Properties
2S+1: 1

---

# 3
C6H8ClN | the ωB97M-V functional and the def2-TZVPD basis

The geometry in XYZ format:
```
16
Properties=species:S:1:pos:R:3:nbo_charge:R:1
C -1.042 0.837 1.372 0.087
C 1.974 0.136 -0.491 -0.396
C 1.333 -1.127 0.106 -0.398
C -0.684 0.158 -0.873 -0.419
C -1.829 0.473 0.120 -0.259
C 0.555 0.120 0.006 0.050
N 0.209 0.665 1.270 -0.352
Cl -2.548 -1.087 0.612 -0.058
H -1.531 0.996 2.286 0.198
H 2.670 0.582 0.035 0.212
H 2.061 0.351 -1.540 0.212
H 1.181 -1.900 -0.584 0.212
H 1.673 -1.479 1.069 0.231
H -0.875 -0.809 -1.252 0.231
H -0.742 0.918 -1.685 0.212
H -2.407 1.165 -0.450 0.235
```

Properties
2S+1: 1
SMILES string: Cl[C@H]1C=NC2(CC2)C1

---

# 4
C3H6N2O2 | the ωB97M-V functional and the def2-TZVPD basis

The geometry in XYZ format:
```
13
Properties=species:S:1:pos:R:3:nbo_charge:R:1
N -0.026 -0.187 0.343 -0.193
C -1.182 0.581 0.267 0.753
N -2.285 -0.167 -0.093 -0.840
C 1.147 0.606 0.104 -0.043
C 2.297 0.114 -0.368 -0.462
O -0.027 -1.470 -0.221 -0.542
O -1.349 1.705 0.743 -0.628
H -0.050 -2.005 0.594 0.487
H -3.147 0.359 -0.123 0.408
H -2.103 -0.941 -0.718 0.402
H 1.140 1.604 0.536 0.241
H 2.369 -0.881 -0.794 0.207
H 3.217 0.681 -0.269 0.212
```

Properties
2S+1: 1
SMILES string: C=CN(O)C(N)=O

---

It is found that the HOMO energy values, taken in the order of the records, are -9.7 -9.1 -9.7 -9.1 eV.
It is found that the E_LUMO values, taken in the order of the records, are 0.7 0.6 0.9 0.6 eV.
It is found that the orbital gap values, taken in the order of the records, are 10.37 9.66 10.68 9.68 eV.